(1)
Formula: C8H16N2O3S
Source: OMol25
Level of theory: ωB97M-V/def2-TZVPD

Values from the calculation:
**HOMO energy**: -9.5012 eV
**Maximum force**: 0.1133 Eh/bohr
**Gap between HOMO and LUMO**: 0.343 Ha

The geometry in ORCA input format:
```
! RIJCOSX wB97M-V def2-TZVPD def2/J DEFGRID3
* xyz 0 1
C -1.61389 -1.00905 1.34414
C -0.18514 -0.52947 0.76951
C -2.54574 0.08703 1.06933
C 1.43832 0.12029 -0.99182
C 1.52261 1.60929 -0.56056
C 2.05732 0.05500 -2.49295
C 3.44061 0.59267 -2.41974
C 1.94697 -1.46689 -2.79665
H -0.59730 -2.20885 2.80037
H -1.23025 -0.83400 3.36120
H -1.89108 -1.99541 0.86737
H -2.50469 0.35229 0.01077
H -2.09459 0.86708 1.78631
H -4.03811 -0.88357 2.73242
H -0.51953 -0.36136 -1.22641
H 2.32636 -0.15863 -0.27637
H 1.38615 0.67330 -3.20903
H 3.73683 1.67589 -2.26398
H 4.06226 0.69942 -3.36650
H 3.90842 0.06693 -1.59098
H 1.80375 -2.00994 -1.31233
H 3.47315 -2.10281 -3.46780
H 0.75398 -1.76814 -3.75101
H 1.66881 0.81924 1.21323
N -1.60548 -1.58107 2.68451
N 0.26733 -0.63195 -0.59413
O 0.58159 -0.12140 1.71872
O 1.65660 2.44770 -1.35374
O 1.68640 1.74273 0.75906
S -4.29001 -0.41535 1.28377
*
```

=====

(2)
Formula: C11H17N4OPtS5Sb
Source: OMol25
Level of theory: ωB97M-V/def2-TZVPD

Values from the calculation:
**HOMO energy (spin up / spin down)**: -1.1224 / -1.7517 eV
**Expectation value of S²**: 2.013
**Maximum force**: 0.0148 Eh/bohr
**Gap between HOMO and LUMO (spin up / spin down)**: 0.200 / 0.221 Ha

The geometry in ORCA input format:
```
! RIJCOSX wB97M-V def2-TZVPD def2/J DEFGRID3
* xyz -2 3
Pt 2.13013 1.07124 0.45820
S 0.62557 2.57930 -4.04216
Sb 1.52640 3.32531 -2.06599
S 0.29556 2.66970 -0.11561
S 3.24248 1.69833 -1.40202
S 2.30043 5.47216 -2.02716
C 0.13236 2.12671 7.15370
C 0.74239 2.47494 5.82242
C 1.02110 3.79138 5.46832
C 1.60142 3.97100 4.22447
N 1.87051 2.97856 3.39763
C 1.52054 1.74946 3.80098
S 1.81667 0.40127 2.74836
N 0.98707 1.46584 5.00748
H 0.04095 3.00624 7.79131
H 0.74392 1.37776 7.65837
H -0.85685 1.69413 7.00456
H 0.80793 4.62375 6.12543
H 1.86678 4.96387 3.86990
C -0.61222 -0.19539 -1.57237
N -0.73167 -1.37904 -2.43485
C -1.30277 -1.07714 -3.73675
C -1.07612 -2.23366 -4.69068
C -1.57465 -3.50786 -4.02731
N -0.92056 -3.69588 -2.74916
C -1.11910 -4.98008 -2.13871
C -0.64441 -2.63448 -1.90628
O -0.30873 -2.85111 -0.75335
H 0.00433 0.52475 -2.08945
H -0.18381 -0.46865 -0.60992
H -1.58613 0.27259 -1.41997
H -0.84341 -0.14843 -4.08694
H -2.37820 -0.87248 -3.63911
H -0.01078 -2.32962 -4.90768
H -1.60400 -2.05986 -5.62882
H -1.35167 -4.38562 -4.64324
H -2.66928 -3.46891 -3.90831
H -0.70771 -5.75721 -2.78678
H -2.18488 -5.19182 -1.97585
H -0.60964 -5.00102 -1.17266
*
```

=====

(3)
Formula: C3H29NO10
Source: OMol25
Level of theory: ωB97M-V/def2-TZVPD

Values from the calculation:
**SMILES string**: CCNC.O.O.O.O.O.O.O.O.O.O
**HOMO energy**: -9.0326 eV
**Maximum force**: 0.1751 Eh/bohr
**Gap between HOMO and LUMO**: 0.334 Ha

The geometry in ORCA input format:
```
! RIJCOSX wB97M-V def2-TZVPD def2/J DEFGRID3
* xyz 0 1
C 0.42342 -2.10062 -2.66509
C 1.27602 -2.18376 -1.26450
N 2.71692 -1.86083 -1.56549
C 2.87085 -0.77057 -2.50809
H -0.47679 -2.69255 -2.60319
H 1.06431 -2.64874 -3.45438
H 0.23962 -1.08721 -2.98716
H 1.18723 -3.28524 -1.07233
H 0.77758 -1.52658 -0.62293
H 3.29355 -2.66199 -1.73646
H 2.87651 -0.94858 -3.57561
H 1.96320 -0.01654 -2.43511
H 3.70991 -0.06631 -2.27043
O -0.35419 -0.77335 4.50799
H -0.45832 -0.01080 5.04214
H 0.47417 -0.90822 4.18569
O 2.00109 -2.07077 3.72590
H 1.74644 -1.79932 2.86733
H 2.72537 -1.49039 3.96890
O -2.34401 -0.89138 2.68416
H -2.55410 -1.71422 2.68661
H -1.68467 -0.72405 3.37019
O 2.01869 4.32469 0.39263
H 1.20411 4.42134 0.88310
H 1.81086 4.27519 -0.50723
O -2.74298 -1.22607 0.31585
H -3.66564 -1.24655 0.31020
H -2.42162 -0.73199 0.99287
O 2.27808 -0.46322 1.54692
H 1.68231 0.25805 1.62629
H 2.67760 -0.44884 0.58252
O -0.44652 4.28655 -0.54504
H -0.95268 3.83620 -1.33007
H -0.70413 3.73451 0.26061
O -2.73631 1.96918 2.17619
H -2.21995 1.11461 2.34672
H -3.40999 1.93272 2.90990
O -1.60113 2.78122 -3.04553
H -1.70749 1.94468 -3.42377
H -2.61389 3.15258 -3.31198
O -2.90893 -0.43827 -2.27343
H -2.12917 -0.44426 -2.78299
H -2.88531 -0.80032 -1.40193
*
```

=====

(4)
Formula: C2H4NP
Source: OMol25
Level of theory: ωB97M-V/def2-TZVPD

Values from the calculation:
**HOMO energy (spin up / spin down)**: -8.3327 / -8.6737 eV
**Maximum force**: 0.0815 Eh/bohr
**Gap between HOMO and LUMO (spin up / spin down)**: 0.297 / 0.322 Ha

The geometry in ORCA input format:
```
! RIJCOSX wB97M-V def2-TZVPD def2/J DEFGRID3
* xyz 0 1
C -1.74982 0.08889 0.13242
C -0.64212 -0.56644 0.10568
N 1.29054 0.72459 0.06627
P 2.42905 -0.19013 -0.36153
H -2.69934 -0.44268 0.12054
H -1.81217 1.16191 0.17723
H -0.29200 -1.56998 0.04352
H 3.47585 0.79385 -0.28415
*
```

=====

(5)
Formula: C5H6O2
Source: OMol25
Level of theory: ωB97M-V/def2-TZVPD

Values from the calculation:
**SMILES string**: C[C@@H]1C=CC(=O)O1
**HOMO energy**: -10.3684 eV
**Maximum force**: 0.0239 Eh/bohr
**Gap between HOMO and LUMO**: 0.398 Ha

The geometry in ORCA input format:
```
! RIJCOSX wB97M-V def2-TZVPD def2/J DEFGRID3
* xyz 0 1
C -1.77765 -0.24286 -0.31755
C -0.49911 -0.03433 0.47640
C 0.42880 1.03291 -0.03516
C 1.67817 0.59829 0.00676
C 1.63328 -0.86216 0.20465
O 2.50534 -1.66637 0.02834
O 0.33970 -1.20304 0.49283
H -2.27819 -1.17827 -0.03290
H -2.47120 0.58436 -0.10190
H -1.58721 -0.25557 -1.39448
H -0.76123 0.16023 1.52671
H 0.21987 1.90345 -0.62575
H 2.56943 1.16335 -0.22793
*
```

=====

(6)
Formula: C12H31NO15S3V
Source: OMol25
Level of theory: ωB97M-V/def2-TZVPD

Values from the calculation:
**HOMO energy**: -5.4163 eV
**Maximum force**: 0.0522 Eh/bohr
**Gap between HOMO and LUMO**: 0.277 Ha

The geometry in ORCA input format:
```
! RIJCOSX wB97M-V def2-TZVPD def2/J DEFGRID3
* xyz -1 1
O 1.46193 -2.27534 -0.51635
V 1.61504 -0.91009 -1.31481
O 2.94106 -0.90337 -2.24246
C 0.88559 -2.96454 -3.59521
C -0.37701 -2.15758 -3.20115
C -1.38791 -3.08330 -2.53969
O -0.11434 -1.02234 -2.45485
H 0.60059 -3.66837 -4.38435
H 1.33112 -3.49942 -2.75548
H 1.63130 -2.27647 -3.99540
H -0.74055 -1.88893 -4.20979
H -0.96490 -3.64007 -1.69801
H -1.78939 -3.87398 -3.18175
H -2.19930 -2.43428 -2.20035
N -0.58332 0.58049 0.93191
O 0.44293 0.01816 0.45390
O -0.82290 0.44014 2.15028
O -1.30246 1.27201 0.22068
O -4.10732 -1.51589 -0.37864
S -4.85354 -2.57734 0.20059
O -5.67133 -3.44999 -0.57731
O -3.84622 -3.52629 0.99690
C -2.86384 -2.85929 1.82214
C -1.45863 -3.07582 1.29301
C -5.89129 -1.99535 1.52493
H -3.01160 -3.15985 2.86235
H -2.99563 -1.77256 1.85457
H -1.24728 -4.14213 1.23120
H -0.77174 -2.59070 1.98867
H -1.36217 -2.56114 0.33939
H -5.34274 -1.40977 2.25854
H -6.27088 -2.89463 2.00499
H -6.70199 -1.41519 1.09377
O 3.18301 -0.52716 0.56514
S 3.47921 -0.61492 1.95430
O 4.34860 -1.62087 2.45491
O 4.06642 0.82069 2.38746
C 3.28162 1.91644 1.90577
C 3.91592 2.55866 0.68204
C 2.00482 -0.70127 2.90239
H 3.24985 2.67691 2.69403
H 2.21921 1.74021 1.71628
H 3.33756 3.44397 0.42024
H 3.89287 1.88454 -0.17730
H 4.97626 2.72993 0.87116
H 1.29848 0.10981 2.75813
H 2.30131 -0.65131 3.95070
H 1.49539 -1.62710 2.64977
O 1.44259 1.48077 -1.82264
S 0.64145 2.65900 -1.80209
O -0.71516 2.68086 -2.21799
O 0.78865 3.23158 -0.33252
C -0.18072 4.19894 0.14117
C 0.35640 4.86891 1.38156
C 1.49589 3.88821 -2.75371
H -1.11207 3.64047 0.21137
H -0.27344 5.00311 -0.60183
H 0.64925 4.10943 2.10850
H -0.44298 5.44995 1.84656
H 1.15442 5.57496 1.16161
H 2.57358 3.83117 -2.63752
H 1.05843 4.87227 -2.61231
H 1.28191 3.60505 -3.78742
*
```

=====

(7)
Formula: C9H11N2O3ReSSbSe4
Source: OMol25
Level of theory: ωB97M-V/def2-TZVPD

Values from the calculation:
**HOMO energy (spin up / spin down)**: -11.3895 / -11.4301 eV
**Maximum force**: 0.0263 Eh/bohr
**Gap between HOMO and LUMO (spin up / spin down)**: 0.215 / 0.219 Ha

The geometry in ORCA input format:
```
! RIJCOSX wB97M-V def2-TZVPD def2/J DEFGRID3
* xyz 1 1
Re 0.51298 -2.03024 0.25112
Se 2.58586 -4.62438 1.57483
Sb 3.08065 -2.35466 2.34351
Se 2.77585 -1.46931 0.02393
Se 0.57412 -1.67894 2.51085
Se 4.42459 -1.08660 3.70796
O 0.73561 6.35990 -0.95742
C 0.80791 5.44217 0.01706
O 1.02300 5.77045 1.14861
C 0.61294 3.98554 -0.35152
C 1.14958 3.04295 0.52610
C 0.94508 1.69989 0.29768
C 0.18031 1.29954 -0.79369
S -0.32946 -0.35893 -1.06702
C -0.32303 2.23100 -1.70343
C -0.08369 3.57551 -1.49206
H 0.69733 5.96086 -1.82752
H 1.66038 3.39136 1.41230
H 1.26286 0.94221 0.99973
H -0.93853 1.90675 -2.55185
H -0.51829 4.27578 -2.20084
N -3.27653 -3.99692 -0.37155
C -2.51318 -2.92049 -0.22940
N -3.07849 -1.71169 -0.18733
O -1.28448 -3.09134 -0.10460
H -4.27207 -3.96435 -0.49962
H -2.86027 -4.90915 -0.36074
H -4.07812 -1.60402 -0.29305
H -2.51052 -0.90297 -0.07671
C 1.16802 -4.09527 0.32617
H 0.31104 -4.72094 0.58042
H 1.55851 -4.36369 -0.65189
*
```

=====

(8)
Formula: C10H10N2O3
Source: OMol25
Level of theory: ωB97M-V/def2-TZVPD

Values from the calculation:
**HOMO energy (spin up / spin down)**: -5.0436 / -9.8736 eV
**Expectation value of S²**: 2.030
**Maximum force**: 0.1350 Eh/bohr
**Gap between HOMO and LUMO (spin up / spin down)**: 0.209 / 0.280 Ha

The geometry in ORCA input format:
```
! RIJCOSX wB97M-V def2-TZVPD def2/J DEFGRID3
* xyz 0 3
C 0.93325 -1.70800 -1.42762
C 0.48935 2.51687 3.34576
C -0.81207 2.05684 3.31799
C 1.44404 1.83320 2.56668
C -1.14877 0.91303 2.68179
C 1.13242 0.67418 1.89309
C -0.17446 0.13099 2.03600
C 0.37978 -0.25204 -3.34513
C -0.92916 -0.81884 -5.29991
C -0.45348 -2.14401 1.90486
N 0.95741 -0.84963 -2.22313
N -0.51227 -1.01532 1.36747
O 1.04819 -2.38492 -0.51279
O 0.40525 0.88497 -3.64769
O -0.14644 -1.24881 -4.13672
H 0.70500 3.49580 3.88126
H -1.59723 2.64586 3.67798
H 2.40968 2.20580 2.43091
H -2.11762 0.53394 2.73147
H 1.89722 0.08271 1.32618
H -1.81226 -0.27111 -4.82976
H -1.29852 -1.64242 -5.86545
H -0.33124 -0.41699 -6.10054
H -0.48721 -3.05944 1.32526
H 0.01914 -2.16270 2.90204
*
```

=====

(9)
Formula: C3H4INS
Source: OMol25
Level of theory: ωB97M-V/def2-TZVPD

Values from the calculation:
**HOMO energy (spin up / spin down)**: -5.2725 / -8.8665 eV
**Expectation value of S²**: 2.009
**Maximum force**: 0.0956 Eh/bohr
**Gap between HOMO and LUMO (spin up / spin down)**: 0.197 / 0.200 Ha

The geometry in ORCA input format:
```
! RIJCOSX wB97M-V def2-TZVPD def2/J DEFGRID3
* xyz 0 3
C -0.61910 -1.45956 1.74120
C 0.24007 1.19813 -1.34662
C 1.01140 0.31627 -0.84640
N -1.45767 -0.93790 1.13546
S -2.66915 -0.16651 0.73347
I 2.11063 0.65420 1.01444
H 0.20644 -2.15963 1.77965
H -0.23977 1.13164 -2.23711
H -0.04177 1.96514 -0.68820
H 1.45892 -0.54178 -1.28589
*
```

=====

(10)
Formula: C3H4LiO4Yb
Source: OMol25
Level of theory: ωB97M-V/def2-TZVPD

Values from the calculation:
**HOMO energy**: -9.9499 eV
**Maximum force**: 0.0520 Eh/bohr
**Gap between HOMO and LUMO**: 0.215 Ha

The geometry in ORCA input format:
```
! RIJCOSX wB97M-V def2-TZVPD def2/J DEFGRID3
* xyz 1 1
H 0.14991 1.40285 1.72891
C 0.53354 1.92811 0.84905
C 1.43857 3.05957 0.97792
O 1.91848 1.75446 0.62436
H 1.46393 3.79274 0.16727
H 1.73929 3.41624 1.96529
O -0.26695 1.85493 -0.26178
H -0.99656 1.20252 -0.13358
O -0.95975 -2.78937 -1.08315
C -1.49391 -1.75137 -1.12583
Li -0.72174 -4.72517 -1.18579
Yb -0.53085 -8.24888 -1.35798
O -2.27396 -0.89662 -1.16469
*
```

=====

(11)
Formula: C24H51I2N2O2P
Source: OMol25
Level of theory: ωB97M-V/def2-TZVPD

Values from the calculation:
**HOMO energy (spin up / spin down)**: -8.4350 / -8.4350 eV
**Expectation value of S²**: 2.010
**Maximum force**: 0.1003 Eh/bohr
**Gap between HOMO and LUMO (spin up / spin down)**: 0.326 / 0.292 Ha

The geometry in ORCA input format:
```
! RIJCOSX wB97M-V def2-TZVPD def2/J DEFGRID3
* xyz 0 3
C -0.65062 2.54583 4.43568
C -1.47084 3.34701 3.21870
C -1.40037 2.42764 1.82792
I -3.18176 2.68027 0.56763
P 0.21914 2.71885 0.82475
C 1.94153 2.83472 0.00779
C 3.20712 2.86277 1.04903
C 3.16811 1.72216 2.22547
I 3.48903 4.81182 2.05997
H -0.19858 3.35543 5.15147
H 0.17958 1.83768 4.00965
H -1.46025 1.90677 5.03549
H -1.07510 4.44121 3.05361
H -2.60107 3.37938 3.59295
H -1.41785 1.29551 2.19964
H 0.66896 3.57678 1.90519
H -0.47453 3.28424 -0.30387
H 0.43530 1.26794 0.91526
H 2.03555 2.00506 -0.84426
H 1.96853 3.87413 -0.57774
H 4.18868 2.68284 0.39447
H 2.09900 1.41385 2.58839
H 3.70226 0.73019 1.86119
H 3.71479 2.19318 3.17485
C -5.99928 2.49640 -6.65678
C -4.93449 1.39657 -6.40197
C -5.55503 0.22962 -5.59174
C -5.75206 0.54991 -4.11642
C -4.43706 1.01316 -3.49643
C -3.79948 2.20846 -4.24863
N -3.72752 2.00046 -5.73650
O -2.64094 1.14109 -5.98814
C -4.59888 3.50220 -3.92611
C -2.39733 2.48780 -3.60435
C -4.64252 0.85881 -7.84560
H -6.90964 2.06113 -7.08687
H -6.32297 3.02808 -5.76848
H -5.62955 3.24462 -7.37041
H -4.91028 -0.65768 -5.66616
H -6.51923 -0.06179 -6.02296
H -6.53136 1.30783 -3.99336
H -6.10583 -0.34531 -3.59434
H -4.61641 1.27617 -2.44411
H -3.74294 0.16359 -3.48062
H -4.33344 4.31411 -4.61310
H -4.38530 3.86037 -2.91226
H -5.68020 3.36040 -3.94964
H -1.73615 1.61597 -3.63687
H -2.49569 2.74520 -2.53995
H -1.89214 3.32443 -4.10594
H -4.15428 1.62237 -8.46452
H -5.57377 0.57547 -8.35177
H -4.01004 -0.03547 -7.84207
C 5.63159 -5.20336 2.79261
C 5.33708 -3.76722 3.30164
C 5.19902 -3.76547 4.84573
C 3.87880 -4.34086 5.33962
C 2.70804 -3.61725 4.68087
C 2.78031 -3.62996 3.13308
N 4.12482 -3.21678 2.60038
O 4.19699 -1.81323 2.68598
C 2.41080 -5.04815 2.61440
C 1.61018 -2.73778 2.59091
C 6.65843 -2.99962 2.95047
H 6.47671 -5.64121 3.33780
H 4.81265 -5.90407 2.91457
H 5.90143 -5.19625 1.72822
H 5.28743 -2.73738 5.22489
H 6.02262 -4.32632 5.30146
H 3.83575 -5.41602 5.14194
H 3.81507 -4.22322 6.42646
H 1.77055 -4.07847 5.02306
H 2.68756 -2.58397 5.04927
H 2.67709 -5.16584 1.55759
H 1.33320 -5.23331 2.69374
H 2.87477 -5.85296 3.18617
H 1.65103 -1.71147 2.96951
H 0.63364 -3.13147 2.90757
H 1.61697 -2.70238 1.49297
H 6.79639 -2.91905 1.86468
H 7.53339 -3.52581 3.35208
H 6.68484 -1.99033 3.37521
*
```

=====

(12)
Formula: C4H5NO
Source: OMol25
Level of theory: ωB97M-V/def2-TZVPD

Values from the calculation:
**SMILES string**: N#CC1C=C1.O
**HOMO energy**: -10.5983 eV
**Maximum force**: 0.0215 Eh/bohr
**Gap between HOMO and LUMO**: 0.418 Ha

The geometry in ORCA input format:
```
! RIJCOSX wB97M-V def2-TZVPD def2/J DEFGRID3
* xyz 0 1
N 2.39225 0.81239 0.21171
C 1.44964 0.19961 0.49273
C 0.27842 -0.55552 0.94396
C -1.09698 -0.28431 0.40526
C -0.56871 -1.40013 0.03289
H 0.38585 -0.82731 1.99204
H -1.89324 0.43744 0.42951
H -0.62555 -2.33900 -0.49346
O -0.44863 1.51480 -1.41497
H 0.32122 1.82098 -0.91672
H -0.19428 0.62105 -1.68295
*
```

=====

Number 1: E -1047.49400 a.u.. Number 2: E -3074.27902 a.u.. Number 3: E -938.72104 a.u.. Number 4: E -474.51821 a.u.. Number 5: E -344.58752 a.u.. Number 6: E -3797.70291 a.u.. Number 7: E -11007.05908 a.u.. Number 8: E -722.09565 a.u.. Number 9: E -867.06473 a.u.. Number 10: E -1583.57229 a.u.. Number 11: E -2141.43216 a.u.. Number 12: E -285.30497 a.u..